Computed, not measured: a 11-piece molecular cluster, C69H126N5O23 overall, with ωB97M-V/def2-TZVPD.

Geometry as XYZ:
```
223
Properties=species:S:1:pos:R:3:forces:R:3:lowdin_spin:R:1
C 5.315829 -6.272831 32.453153 -0.501 -0.630 0.015 0.000
C 6.123641 -5.395202 33.352762 1.159 1.066 1.048 0.000
C 6.401869 -5.909848 34.806866 0.221 -1.176 -0.539 0.000
O 7.819657 -5.780375 34.956759 0.033 0.607 -0.028 0.000
C 8.408071 -5.438610 33.782731 -2.388 -0.455 -0.209 0.000
O 9.553683 -5.294761 33.630558 1.973 0.275 -0.233 0.000
O 7.468993 -5.337567 32.789974 0.121 -0.081 0.755 0.000
H 5.808031 -7.255275 32.394401 -0.039 0.305 -0.078 0.000
H 5.246928 -5.862233 31.446666 0.071 0.063 0.015 0.000
H 4.292499 -6.471907 32.792898 0.197 0.346 0.144 0.000
H 5.852910 -4.319859 33.455249 -0.517 -0.763 -0.448 0.000
H 6.243635 -7.017269 34.876592 -0.498 0.952 0.112 0.000
H 5.910085 -5.340752 35.619966 0.137 -0.434 -0.617 0.000
C 0.506593 -1.152197 35.005083 0.055 0.481 -0.897 0.001
C 0.751536 -0.009350 35.991722 -0.225 -0.754 -0.174 0.000
C 0.927262 1.420287 35.477725 0.497 -0.930 -1.035 0.000
O 0.278450 2.196017 36.465970 -0.209 -0.138 -0.111 0.000
C -0.625483 1.416466 37.126811 0.872 -0.207 -0.529 0.000
O -1.377032 1.854695 37.922734 -0.529 -0.323 0.244 0.000
O -0.467377 0.099955 36.751335 -0.099 1.129 0.618 0.000
H -0.097106 -1.943550 35.444275 0.091 0.106 0.356 0.000
H 1.394018 -1.624254 34.562443 0.061 0.303 0.362 0.001
H -0.079450 -0.768930 34.163097 -0.057 0.031 0.047 0.000
H 1.572650 -0.256271 36.657694 0.039 -0.116 0.395 0.000
H 0.449030 1.488505 34.486538 -0.040 0.385 0.493 0.000
H 1.985826 1.704713 35.381641 -0.395 0.030 0.245 0.000
C -0.338175 -2.709948 26.480198 0.674 -0.151 -0.468 0.001
C -1.040870 -1.380069 26.509012 -0.657 -0.274 0.994 0.000
C -2.458470 -1.416375 27.115591 0.784 1.130 0.588 0.001
O -2.474436 -0.176664 27.858939 0.588 1.510 0.687 0.000
C -1.187450 0.338759 28.067545 -0.843 -1.037 -0.719 0.000
O -0.882359 1.329564 28.670920 -0.703 -1.129 -0.394 0.001
O -0.329061 -0.497451 27.457881 0.009 -0.193 -0.742 0.000
H 0.673121 -2.601734 26.077970 0.000 0.070 0.109 0.001
H -0.814627 -3.491604 25.874838 -0.313 0.448 0.078 0.000
H -0.243775 -3.091224 27.488012 -0.031 -0.087 0.319 0.000
H -1.109697 -0.880504 25.542939 0.389 0.075 0.002 0.000
H -2.677183 -2.194578 27.835282 0.274 -0.529 -0.046 0.000
H -3.256074 -1.363361 26.390766 -0.098 -0.051 -0.303 0.000
C 1.419713 -10.721666 30.257287 0.147 -0.928 -0.494 0.000
C 1.916307 -9.453736 29.632194 1.396 0.709 0.537 0.000
C 2.215230 -8.379987 30.707623 -0.651 -0.885 -0.459 0.001
O 3.612522 -8.469109 30.922480 0.542 0.655 0.388 0.000
C 4.242752 -9.074059 29.879320 -3.780 0.246 0.368 0.000
O 5.381845 -9.077440 29.660162 2.292 -0.118 -0.273 0.000
O 3.276140 -9.640784 29.118514 -0.473 -0.626 -1.108 0.000
H 0.427433 -10.592767 30.672789 -0.137 0.217 0.288 0.000
H 2.128918 -11.053290 31.031326 -0.324 0.151 -0.127 0.000
H 1.320583 -11.536243 29.529577 0.185 0.185 0.028 0.000
H 1.276556 -9.021489 28.840244 0.440 -0.540 0.215 0.000
H 1.722147 -8.677559 31.643086 0.007 0.736 -0.232 0.000
H 1.905611 -7.429454 30.257837 0.319 0.212 0.847 0.000
C -4.470273 3.872071 30.774053 0.522 1.012 -0.586 0.000
C -4.076175 2.629231 31.481753 -0.745 -0.115 -0.181 0.000
C -3.425174 1.522830 30.661682 -0.257 1.209 0.809 0.000
O -2.647154 0.944496 31.695772 1.531 -0.943 0.905 0.000
C -2.359517 1.844318 32.713650 -1.600 -0.189 -2.379 0.000
O -1.616307 1.662247 33.606075 0.663 -0.292 0.643 0.000
O -3.101920 2.937381 32.481816 0.506 0.283 0.474 0.000
H -4.890801 4.574547 31.487664 0.088 0.195 0.093 0.000
H -5.251620 3.714237 30.024722 0.266 -0.227 -0.027 0.000
H -3.564252 4.330459 30.303295 -0.841 -0.291 0.238 0.000
H -4.925538 2.222965 32.030980 -0.201 -0.150 -0.031 0.000
H -2.804493 1.918683 29.840651 -0.149 -0.407 0.325 0.000
H -4.175718 0.809737 30.342365 0.156 -0.174 -0.295 0.000
C 0.153816 -5.345231 37.583909 0.942 -0.723 -0.353 0.000
C -0.960012 -4.343943 37.697203 -1.108 -0.067 0.549 0.000
C -2.330672 -4.846750 37.081070 2.057 1.188 0.078 0.000
O -3.198622 -4.993912 38.190723 -0.852 -0.779 -1.216 0.000
C -2.643464 -4.597067 39.345693 1.794 0.160 -2.683 0.000
O -3.190209 -4.537664 40.368847 -0.774 0.041 1.967 0.000
O -1.357207 -4.274817 39.074707 0.896 0.701 1.314 0.000
H 0.998261 -5.151277 38.251909 -0.282 0.319 0.080 0.000
H 0.613143 -5.452983 36.582258 -0.553 0.368 0.291 0.000
H -0.213131 -6.333653 37.850754 -0.143 -0.154 0.089 0.000
H -0.626105 -3.334995 37.386306 -0.460 -0.447 0.089 0.000
H -2.022007 -5.752769 36.559482 -1.071 -0.334 0.069 0.000
H -2.694915 -4.071531 36.413992 -0.425 -0.255 -0.199 0.000
C -6.302525 -6.557817 26.054030 0.487 -0.608 -0.123 0.016
C -6.460965 -5.130035 26.639349 0.907 -0.292 -0.162 0.018
C -7.888119 -4.946135 27.076276 -2.108 -0.496 0.828 0.002
C -8.288058 -5.563765 28.438896 1.575 -0.234 -0.154 0.000
C -7.390822 -5.015436 29.534971 -0.088 1.255 -0.725 0.003
C -5.883018 -5.230414 29.223943 0.213 -0.578 -0.069 0.022
N -5.531232 -4.894752 27.816557 2.279 0.887 -1.626 0.414
O -4.235376 -4.590776 27.513728 -3.802 -0.992 1.041 0.491
C -5.042697 -4.378642 30.169271 0.512 -0.096 0.286 0.002
C -5.557681 -6.721563 29.492299 0.739 -0.042 -0.551 0.021
C -6.227026 -4.072659 25.527631 0.134 -0.444 1.126 0.004
H -5.264087 -6.872447 25.872836 -0.036 0.579 0.139 0.001
H -6.791688 -6.645995 25.054966 0.009 0.158 0.883 0.002
H -6.677550 -7.337351 26.745237 -0.215 0.467 -0.426 0.000
H -8.149739 -3.875536 27.060086 0.056 -0.261 0.145 0.000
H -8.598617 -5.465957 26.392987 0.767 0.579 -0.199 0.000
H -8.116106 -6.636875 28.413839 -0.318 -0.301 -0.260 0.000
H -9.328355 -5.394928 28.646590 -0.470 0.142 0.078 0.000
H -7.659663 -5.383830 30.539505 0.347 0.038 -0.404 0.000
H -7.594316 -3.931768 29.497521 0.273 -0.084 0.489 0.000
H -5.113263 -3.297969 30.026268 -0.387 -0.106 -0.247 0.000
H -5.464022 -4.622532 31.148621 0.457 0.213 0.200 0.000
H -3.951893 -4.592753 30.127163 -0.799 -0.220 0.041 -0.001
H -6.184172 -7.434004 28.930361 -0.030 0.412 0.445 0.000
H -4.524211 -6.952015 29.174264 -0.315 0.277 0.210 0.001
H -5.621196 -6.879739 30.568709 -0.158 -0.281 -0.051 0.003
H -5.270340 -4.236259 25.009877 -0.567 0.098 -0.033 0.000
H -6.239013 -3.078377 26.007323 0.051 -0.321 -0.381 0.000
H -7.137036 -4.202027 24.928471 0.604 0.343 -0.487 0.000
C 6.461221 -0.557632 31.421238 0.632 0.034 -0.395 0.003
C 7.130580 -0.803285 30.015946 -0.226 0.333 0.829 0.019
C 6.365809 0.048810 28.980412 0.715 -0.202 -0.126 0.003
C 7.144927 0.321714 27.696689 0.318 -0.829 -0.252 0.000
C 8.400110 1.067736 28.090570 -0.094 0.374 0.084 0.003
C 9.380218 0.309576 29.023667 -0.867 -0.179 0.390 0.018
N 8.543625 -0.313010 30.105400 1.972 -1.326 4.219 0.384
O 9.172479 -0.559880 31.357737 -2.099 0.864 -4.917 0.533
C 10.284090 -0.696724 28.243311 0.662 -0.458 -0.208 0.015
C 10.201456 1.402079 29.694890 0.886 0.890 0.103 0.003
C 7.044866 -2.299791 29.664829 0.494 -1.429 -0.507 0.015
H 6.723550 0.435303 31.809970 -0.213 -0.017 -0.417 0.000
H 6.896496 -1.224967 32.169397 -0.357 -0.238 -0.227 -0.001
H 5.362595 -0.649889 31.339872 0.487 -0.128 0.051 0.000
H 5.432982 -0.457127 28.790008 -0.462 -0.080 -0.109 0.000
H 6.163751 1.035805 29.401625 -0.212 -0.058 0.254 0.000
H 6.494244 0.875671 26.994299 0.528 -0.133 0.238 0.000
H 7.500378 -0.589389 27.200428 -0.581 -0.196 -0.055 0.000
H 7.996976 1.949906 28.612904 0.748 0.114 -0.031 0.000
H 9.023846 1.370842 27.248162 -0.292 0.220 -0.162 0.000
H 11.192916 -0.224925 27.851496 -0.254 0.540 0.179 0.002
H 10.713954 -1.543258 28.796368 -0.524 0.408 0.611 0.000
H 9.884812 -1.186238 27.349996 -0.749 0.310 0.149 0.000
H 11.127856 1.065035 30.182064 -0.400 -0.136 -0.188 0.000
H 10.476066 2.182946 28.955115 0.019 -0.605 0.120 0.000
H 9.619908 1.949842 30.444322 -0.062 -0.376 -0.067 0.000
H 6.049442 -2.759265 29.755447 -0.154 0.779 0.022 0.002
H 7.647534 -3.009042 30.264362 0.126 0.932 0.223 0.000
H 7.359869 -2.553554 28.633656 -0.106 0.572 0.231 0.000
C 2.985014 -6.366820 27.716902 -0.187 -0.040 0.813 0.019
C 4.220874 -5.690294 27.028569 -0.098 -1.738 0.095 0.022
C 5.055746 -6.787464 26.395895 0.706 -1.241 -1.613 0.002
C 4.531446 -7.337899 25.056545 -0.551 0.042 1.200 0.000
C 4.463131 -6.196324 24.092458 -0.473 -0.776 -1.167 0.002
C 3.576947 -5.019181 24.549484 -0.608 -1.906 0.079 0.022
N 3.812120 -4.769215 25.967009 -1.032 5.718 2.623 0.383
O 3.425132 -3.479846 26.461505 1.177 -4.737 -2.022 0.511
C 3.918380 -3.871568 23.664798 0.382 1.349 -0.324 0.003
C 2.072211 -5.474100 24.315819 1.212 0.250 0.368 0.023
C 5.121849 -5.069611 28.111931 -1.012 0.815 0.082 0.004
H 2.462622 -7.176288 27.198951 0.437 0.107 -0.564 0.000
H 2.190800 -5.683966 28.023906 0.260 0.440 -0.319 0.001
H 3.299006 -6.821296 28.673101 0.295 0.190 -0.385 0.002
H 6.071184 -6.463528 26.090207 -0.310 0.347 0.764 0.000
H 5.176057 -7.635650 27.060876 0.062 0.095 0.510 0.000
H 3.552507 -7.821266 25.175199 0.066 0.111 0.023 0.000
H 5.196830 -8.117731 24.701567 0.188 -0.062 -0.093 0.000
H 3.987105 -6.611395 23.173654 0.467 0.598 0.231 0.000
H 5.489817 -5.899454 23.834399 -0.299 0.294 0.090 0.000
H 3.216087 -3.055454 23.738101 -0.392 0.200 0.075 -0.001
H 4.894960 -3.416973 23.873020 -0.071 -0.373 0.173 0.000
H 3.942523 -4.203997 22.625470 -0.101 -0.094 0.053 0.000
H 1.374624 -4.735844 24.741388 0.231 -0.270 -0.331 0.001
H 2.000901 -5.576217 23.228250 -0.500 0.100 0.206 0.002
H 1.914899 -6.462482 24.777866 -0.084 0.441 -0.147 0.000
H 5.802191 -4.363597 27.656378 0.555 -0.174 -0.222 0.000
H 5.642316 -5.842017 28.723165 -0.461 0.545 -0.562 0.000
H 4.491412 -4.413544 28.721193 0.113 -0.294 0.350 0.000
C -0.342465 -4.801195 34.080520 0.835 -0.248 -1.416 0.004
C -0.247865 -4.445695 32.596625 -0.745 0.023 -1.468 0.024
C -1.328844 -3.397809 32.237269 -0.035 0.881 -0.605 0.000
C -1.141293 -2.584841 30.961735 1.009 -0.825 -1.498 0.000
C 0.244580 -1.972557 30.874179 -0.291 0.887 2.017 0.000
C 1.399363 -2.945468 31.144890 0.116 -0.999 -1.328 0.020
N 1.101086 -3.877191 32.330522 3.171 -1.619 -0.151 0.390
O 2.160127 -4.718847 32.639796 -3.460 2.700 -0.836 0.510
C 1.592975 -3.899914 29.829813 -0.452 0.240 2.872 0.021
C 2.649753 -2.098270 31.430876 0.925 -0.645 -0.523 0.002
C -0.482728 -5.716837 31.666478 0.489 0.718 0.635 0.020
H 0.348971 -5.630277 34.229986 -0.094 0.005 0.390 -0.001
H -1.359248 -5.095764 34.261965 -0.449 -0.109 0.426 0.000
H -0.023452 -3.934520 34.637879 -0.103 0.105 0.458 0.000
H -2.332350 -3.825824 32.137758 0.234 -0.378 0.572 0.000
H -1.365624 -2.582737 32.946106 -0.079 -0.144 1.036 0.000
H -1.913726 -1.809129 30.878535 0.147 -0.241 0.018 0.000
H -1.152316 -3.212175 30.055704 -0.794 -0.144 0.148 0.000
H 0.310173 -1.253087 31.707612 -0.020 0.169 -0.135 0.000
H 0.359791 -1.355476 29.976360 0.341 -0.497 -0.077 0.000
H 2.295542 -4.688231 30.090087 0.107 -0.020 0.065 0.002
H 0.631038 -4.366132 29.609106 0.074 0.072 -0.157 0.000
H 1.963071 -3.375901 28.991874 0.350 0.855 -0.924 0.002
H 3.569090 -2.697163 31.489458 -0.332 -0.101 0.068 -0.001
H 2.822265 -1.400135 30.614846 -0.247 -0.096 -0.428 0.000
H 2.655333 -1.444364 32.296530 -0.620 -0.237 0.500 0.000
H 0.496725 -6.037078 31.313676 -0.151 -0.062 -0.143 0.002
H -1.166112 -5.521847 30.821819 0.347 -0.030 0.386 0.001
H -0.866405 -6.522824 32.282709 -0.310 -0.156 0.003 0.002
C -0.607707 4.577085 29.602799 -2.456 -1.302 -1.521 0.003
C 0.697220 4.550253 30.245727 3.831 1.018 1.874 0.014
C 0.492716 4.136259 31.786434 -0.408 -1.701 -1.860 0.001
C 1.722538 3.546798 32.465211 0.727 2.168 -0.542 0.000
C 2.296811 2.403852 31.648899 -1.008 -0.052 1.269 0.002
C 2.721320 2.709058 30.206913 -0.020 3.400 1.524 0.016
N 1.690756 3.603189 29.486591 -0.882 -1.098 5.015 0.443
O 1.767464 3.638244 28.278959 0.000 0.510 -3.585 0.472
C 4.039340 3.595613 30.261538 -0.017 -1.078 0.154 0.019
C 2.934429 1.405699 29.573338 0.350 -1.406 -0.479 0.003
C 1.410918 6.000712 30.272828 -1.581 -0.692 -0.574 0.019
H -1.400354 5.016010 30.202467 0.241 0.278 0.535 0.000
H -0.967236 3.542796 29.401997 0.388 0.404 0.319 0.000
H -0.736265 5.036328 28.629704 0.740 0.402 -0.245 0.000
H 0.001729 4.966840 32.298314 0.260 -0.057 0.030 0.000
H -0.220670 3.280892 31.758198 -0.027 0.605 0.005 0.000
H 1.482039 3.257427 33.484217 0.000 -0.146 0.017 0.000
H 2.441295 4.378395 32.528352 0.158 -0.249 0.288 0.000
H 1.435547 1.713225 31.717769 0.533 -0.495 -0.708 0.000
H 3.134768 1.942142 32.216362 -0.324 0.211 -0.553 0.000
H 4.220926 4.131351 29.334433 -0.300 0.038 -0.185 0.001
H 4.104808 4.309787 31.103492 -0.331 -0.429 -0.389 0.000
H 4.871256 2.887114 30.355329 0.073 0.165 0.205 0.003
H 3.486921 0.791758 30.303161 -0.047 0.129 -0.276 0.000
H 1.986833 0.899596 29.401469 -0.123 0.008 -0.231 0.000
H 3.529799 1.423391 28.673606 -0.035 0.131 -0.445 0.000
H 0.617710 6.677752 30.614120 0.285 0.081 0.198 0.002
H 1.670357 6.357341 29.273208 0.016 -0.368 -0.083 0.001
H 2.289073 6.111830 30.902916 -0.057 -0.385 0.198 0.000
```
Forces are in eV/Å.

The calculation puts the largest force on an atom at 6.375 eV/A. The orbital gap (spin up / spin down) comes out at 6.838 / 8.313 eV. As for the spin multiplicity: 6. Its lowest unoccupied orbital energy (spin up / spin down) is -0.1302 / -0.5468 eV. For the calculated total energy, the calculation gives -128130.114 eV. As for the net charge: 0.